No. 1
A structure of composition C35H35N2O3PRe. Source: OMol25; level of theory: wB97M-V/def2-TZVPD.

Calculated values
<S²>   0.766
E_tot   -2108.083265 Ha
HOMO level (alpha / beta)   -19.829 / -19.828 eV
2S+1   2
Molecular weight   748.86 g mol⁻¹
Total charge   +4
LUMO energy (alpha / beta)   -0.5034 / -0.4986 Ha

Each line ends with the Mulliken spin population.
CARTESIAN COORDINATES (ANGSTROEM)
H  -4.5828  -0.0592  3.1500  0.000
O  -0.8161  -2.4249  -2.3111  0.003
H  1.9582  4.5646  -1.9701  0.000
C  2.3598  -3.0108  -1.4859  0.007
C  3.1945  -0.9466  -2.7465  0.018
H  5.8296  -1.7134  -4.7669  0.001
H  1.1217  1.9167  2.1287  -0.001
H  3.1028  3.3683  1.9813  0.000
C  1.9629  -1.7743  2.3450  0.009
H  2.3647  1.0492  -2.5097  0.001
H  -4.8575  2.8446  -3.6148  0.001
H  -3.8251  0.6260  -3.8633  0.000
C  1.3450  2.4284  1.1960  0.000
C  -3.5164  1.2693  -3.0481  0.028
H  -0.4033  -0.2757  2.8444  -0.017
C  -0.9841  -2.3149  2.5356  -0.031
H  3.5119  4.7011  -0.0564  0.000
C  -3.7195  0.5825  3.0337  0.000
P  -0.9551  1.2657  0.1984  0.039
H  4.2727  -2.7878  -3.2148  -0.001
H  -4.1625  4.3218  -1.7531  0.000
C  -0.2993  -1.2436  3.3328  0.072
C  4.1926  -1.7249  -3.3970  0.005
H  -2.7562  -5.1603  3.0715  0.000
C  2.6670  4.0255  -0.0187  -0.005
H  0.0037  3.0690  -1.8797  0.000
C  1.7953  3.9477  -1.0960  0.002
C  -1.6347  -3.3343  3.2058  -0.005
H  3.9466  2.0893  -4.0915  0.000
C  -2.3239  2.3733  3.8660  0.001
H  5.6587  0.7082  -5.2063  0.000
H  -0.8268  -1.1567  4.2823  0.000
C  -4.1017  2.5211  -2.9116  -0.005
C  -2.2550  -4.3541  1.1333  -0.005
O  1.3852  -0.8456  -1.2681  0.018
C  -2.5411  0.8240  -2.1436  -0.007
Re  -0.0451  -0.9511  -0.0513  0.806
H  1.7504  -2.7411  1.8886  -0.002
H  -1.6422  -3.3119  4.2879  0.000
C  2.4418  3.2685  1.1302  0.004
H  1.2858  -2.4277  4.2536  0.000
H  1.5102  -3.2869  -0.8595  -0.001
C  -2.7430  2.9181  -0.9579  0.008
O  1.5615  -0.7803  1.3344  0.005
C  2.3170  -1.5673  -1.8525  -0.004
H  -1.6067  -3.2919  -0.5880  0.002
C  -3.4044  1.5139  4.0220  -0.002
C  -1.6295  -3.3244  0.4894  0.005
H  3.2872  -3.2278  -0.9502  0.000
C  -1.8442  1.3639  1.7398  -0.014
H  3.0384  -1.6926  2.4873  -0.001
H  2.3425  -3.6395  -2.3762  -0.001
C  -2.9466  0.5072  1.8907  -0.008
N  -0.9815  -2.3062  1.1540  0.023
H  -1.2432  -2.5404  -3.1794  -0.002
H  -0.7142  2.9997  2.6081  0.000
C  -2.2628  -4.3650  2.5256  0.001
C  0.6930  3.1038  -1.0451  -0.004
C  0.4649  2.3413  0.1030  0.001
C  -2.1453  1.6758  -1.0869  0.024
H  -3.2244  -0.1861  1.1015  -0.003
C  5.0690  -1.1278  -4.2693  0.002
N  -1.1978  -1.2094  -1.7341  -0.063
H  -4.0190  1.5822  4.9104  0.000
H  -2.7336  -5.1319  0.5544  0.001
H  -2.4145  -0.9465  -3.3298  -0.007
C  4.9686  0.2425  -4.5131  0.030
C  -2.0363  -0.4919  -2.4150  0.038
C  3.1151  0.4496  -3.0085  0.012
C  3.9945  1.0299  -3.8816  0.000
H  1.9258  0.0978  1.5224  0.002
C  1.1797  -1.5453  3.6197  -0.004
C  -3.7137  3.3437  -1.8705  0.016
H  -2.1068  3.1141  4.6242  0.000
H  -2.4679  3.5775  -0.1421  0.003
C  -1.5312  2.3019  2.7296  0.005
H  1.5963  -0.7077  4.1824  -0.001

Forces on the atoms, in the same order (eV/Å):
H -0.003 0.000 -0.002
O 0.015 -0.047 0.001
H -0.001 -0.005 0.003
C 0.009 -0.004 0.048
C 0.007 -0.031 -0.002
H -0.001 0.000 -0.002
H 0.058 -0.051 -0.034
H 0.001 -0.006 -0.004
C -0.019 -0.041 0.171
H -0.008 0.008 0.008
H 0.005 0.001 -0.005
H 0.003 -0.002 -0.003
C 0.047 0.003 0.003
C 0.038 -0.012 0.074
H 0.013 -0.023 0.022
C -0.016 -0.034 -0.029
H 0.006 -0.011 -0.008
C 0.007 -0.003 0.003
P -0.050 0.000 -0.158
H -0.005 -0.008 0.009
H 0.001 -0.003 0.009
C 0.040 -0.052 0.015
C 0.013 0.033 0.004
H 0.003 -0.004 -0.006
C 0.004 0.035 -0.011
H 0.015 -0.007 -0.006
C -0.012 -0.009 -0.009
C 0.055 0.069 0.021
H 0.002 0.000 -0.002
C 0.026 0.012 -0.004
H 0.001 0.004 0.005
H -0.002 0.015 -0.002
C 0.009 -0.020 -0.006
C -0.012 -0.016 0.000
O 0.089 -0.080 -0.075
C -0.049 0.166 0.030
Re 0.017 0.444 0.237
H -0.030 0.021 -0.018
H 0.005 -0.002 0.000
C -0.025 -0.017 0.022
H 0.012 -0.007 -0.002
H 0.009 -0.001 -0.006
C -0.033 0.042 -0.030
O -0.016 -0.022 0.045
C -0.025 0.015 -0.040
H 0.022 0.011 0.018
C -0.012 -0.021 0.016
C 0.003 -0.007 0.088
H 0.001 -0.017 -0.005
C 0.016 -0.047 0.066
H 0.004 0.032 -0.025
H 0.000 -0.006 -0.006
C -0.003 0.031 -0.027
N 0.001 -0.145 -0.142
H -0.005 0.024 -0.002
H -0.025 0.002 -0.003
C -0.026 -0.035 -0.022
C 0.033 -0.021 -0.017
C -0.043 0.056 0.059
C -0.002 -0.125 -0.040
H -0.009 0.008 -0.005
C -0.013 -0.026 0.007
N -0.278 -0.011 -0.244
H -0.006 0.003 -0.005
H -0.009 0.000 0.009
H -0.016 0.026 -0.014
C 0.003 0.017 -0.008
C 0.146 -0.187 0.041
C 0.002 0.006 0.007
C -0.004 -0.006 -0.008
H 0.044 0.039 0.035
C -0.011 0.034 -0.071
C 0.010 0.031 0.034
H 0.000 0.002 0.000
H -0.001 0.003 -0.005
C -0.042 -0.009 0.001
H 0.017 -0.014 0.002


No. 2
A structure of composition C3H2FNOS in a non-equilibrium geometry. Source: OMol25; level of theory: wB97M-V/def2-TZVPD.

Calculated values
E_tot   -743.472341 Ha
HOMO level   -8.545 eV
2S+1   1
Molecular weight   119.12 g mol⁻¹
LUMO energy   -0.0117 Ha
Relative energy (zero: lowest compared OMol25 entry of this formula, charge and spin)   1.821 eV

Each line ends with the Mulliken charge.
CARTESIAN COORDINATES (ANGSTROEM)
H  -1.6846  2.0165  0.0326  0.429
C  0.7344  -0.0332  -0.1436  0.112
S  2.3809  -0.2973  0.0565  -0.330
H  0.8188  2.0787  0.5012  0.383
O  -0.3986  -0.9543  -0.0315  -0.228
C  -1.4172  -0.1405  -0.0200  0.401
C  -1.1938  1.1386  0.0845  -0.300
N  0.2080  1.1736  -0.1702  -0.214
F  -2.6928  -0.6344  0.0533  -0.253

Forces on the atoms, in the same order (eV/Å):
H -2.085 2.211 0.003
C 1.872 -1.459 1.468
S -1.678 -0.735 -0.477
H -2.121 -3.967 -3.280
O 2.518 0.381 -1.131
C -5.116 -0.526 1.289
C 3.315 -1.170 -1.154
N 1.327 5.587 3.541
F 1.966 -0.321 -0.259


No. 3
A cluster of 2 separate species, C6H12O in total. Source: OMol25; level of theory: wB97M-V/def2-TZVPD.

Calculated values
E_tot   -310.937212 Ha
SMILES string   C1=CC1.CCCO
HOMO level   -9.275 eV
2S+1   1
Molecular weight   100.16 g mol⁻¹
LUMO energy   0.0394 Ha
Relative energy (zero: lowest compared OMol25 entry of this formula, charge and spin)   3.321 eV

Each line ends with the Mulliken charge.
CARTESIAN COORDINATES (ANGSTROEM)
H  2.0808  -1.1564  -0.4173  0.408
C  1.3607  -0.3367  -0.2758  -0.067
H  0.8445  -0.5302  0.6728  0.111
H  -3.1560  -0.9271  1.6419  0.217
H  0.8265  -0.1583  -2.3632  0.403
H  1.4047  1.8220  -0.0341  0.301
C  2.1016  0.9962  -0.2196  -1.236
H  2.8507  1.0042  0.5785  0.342
H  -0.5915  0.5324  2.5655  0.388
O  -0.3745  -1.5999  -1.4603  -0.518
C  -2.1386  0.9498  0.9283  -0.396
H  -0.4231  0.3989  -1.2376  0.176
H  -2.4906  1.8178  0.3925  0.370
C  -1.3624  0.4233  1.8182  -0.280
H  2.6192  1.2016  -1.1645  0.333
H  0.2744  -2.3140  -1.4916  0.313
H  -1.8794  -1.2120  0.3540  0.125
C  -2.2820  -0.5359  1.1122  -0.396
C  0.3350  -0.3757  -1.3999  -0.592

Forces on the atoms, in the same order (eV/Å):
H -0.094 0.101 -0.002
C -0.002 -0.081 0.033
H 0.078 0.020 -0.139
H 0.152 0.095 -0.074
H -0.075 -0.050 0.146
H 0.094 -0.117 -0.024
C 0.006 0.073 -0.013
H -0.115 -0.005 -0.111
H -0.132 0.011 -0.110
O 0.155 -0.272 -0.051
C 0.198 0.003 0.225
H 0.112 -0.088 -0.025
H 0.067 -0.120 0.095
C -0.127 0.230 -0.150
H -0.078 -0.030 0.140
H -0.143 0.061 -0.028
H -0.075 0.151 0.166
C -0.135 -0.312 -0.070
C 0.115 0.330 -0.009


No. 4
A structure of composition C3H6F2S in a non-equilibrium geometry. Source: OMol25; level of theory: wB97M-V/def2-TZVPD.

Calculated values
E_tot   -715.784922 Ha
HOMO level   -10.063 eV
2S+1   1
Molecular weight   112.14 g mol⁻¹
LUMO energy   0.0227 Ha
Relative energy (zero: lowest compared OMol25 entry of this formula, charge and spin)   1.008 eV

Each line ends with the Mulliken charge.
CARTESIAN COORDINATES (ANGSTROEM)
H  1.1750  1.2280  -1.1567  0.390
H  0.8385  -1.5916  1.7165  0.166
C  -0.6119  -0.9749  -0.5156  -0.403
F  -0.7639  -2.1558  0.1557  -0.273
C  0.3813  1.3579  -0.4222  -1.399
H  -0.5207  1.7095  -0.9159  0.345
C  0.1230  0.0658  0.2812  0.908
H  0.6992  2.1052  0.3016  0.364
F  -1.1274  0.5527  1.4680  -0.472
H  -0.0243  -1.1975  -1.4204  0.284
S  1.4427  -0.4833  1.2980  -0.189
H  -1.6115  -0.6160  -0.7902  0.280

Forces on the atoms, in the same order (eV/Å):
H 0.038 -0.037 -0.100
H -0.121 -0.257 0.004
C -0.169 0.218 -0.455
F 0.006 -0.317 0.373
C 0.055 0.029 0.115
H -0.049 -0.035 -0.017
C -2.126 0.633 2.455
H -0.030 -0.007 -0.006
F 2.188 -0.906 -2.359
H -0.107 0.221 0.135
S 0.024 0.359 -0.230
H 0.289 0.097 0.084